1.
Density functional theory data (the ωB97M-V functional and the def2-TZVPD basis) for a structure of composition C28H52Ge2NO2OsS.

Each line ends with the Löwdin charge.
CARTESIAN COORDINATES (ANGSTROEM)
Os (0.26353, -0.17551, 0.83966)  1.476
C (-3.59242, 1.13976, -3.60520)  -0.161
C (-2.47284, 1.20473, -2.55652)  -0.318
Ge (-1.82025, -0.55071, -1.95024)  0.865
C (-2.79944, -2.16946, -2.46443)  -0.323
C (-3.27104, -2.28325, -3.92248)  -0.157
C (-0.18798, -0.68982, -3.00081)  -0.206
C (0.93189, 0.03740, -2.91063)  -0.334
Ge (1.53861, 0.64562, -1.13988)  0.849
C (1.60815, 2.60555, -0.99248)  -0.365
C (2.95382, 3.31972, -1.18749)  -0.153
C (3.18896, -0.41772, -0.81613)  -0.331
C (4.50538, -0.13120, -1.54909)  -0.149
C (1.83154, 0.30604, -4.08648)  -0.213
C (3.03818, 0.98213, -3.92266)  -0.092
C (3.87916, 1.26615, -4.99284)  -0.066
C (3.52175, 0.87792, -6.27227)  -0.079
C (2.31089, 0.22152, -6.46671)  -0.071
C (1.47562, -0.05069, -5.39402)  -0.031
H (-3.91422, 2.14444, -3.89090)  0.072
H (-4.47017, 0.60974, -3.22749)  0.063
H (-3.26498, 0.63070, -4.51461)  0.065
H (-2.79281, 1.80519, -1.70189)  0.045
H (-1.58964, 1.69768, -2.97034)  0.059
H (-3.63081, -2.34068, -1.78043)  0.047
H (-2.06574, -2.95787, -2.25600)  0.069
H (-4.07466, -1.58304, -4.14899)  0.053
H (-3.64908, -3.28861, -4.12267)  0.071
H (-2.46017, -2.09754, -4.63463)  0.060
H (-0.39352, -1.17801, -3.95994)  0.050
H (1.22263, 2.83473, 0.00135)  0.035
H (0.86038, 2.96550, -1.70324)  0.065
H (3.77399, 2.81824, -0.66604)  0.058
H (2.89440, 4.33659, -0.79304)  0.074
H (3.22576, 3.40343, -2.23814)  0.063
H (2.85681, -1.43863, -1.02584)  0.072
H (3.37658, -0.37152, 0.25395)  0.015
H (4.43108, -0.31004, -2.62039)  0.056
H (5.28168, -0.79667, -1.16126)  0.077
H (4.85118, 0.89482, -1.40257)  0.066
H (3.33858, 1.29255, -2.93124)  0.044
H (4.81364, 1.79007, -4.82161)  0.112
H (4.17300, 1.08969, -7.11228)  0.107
H (2.00648, -0.06987, -7.46592)  0.108
H (0.52638, -0.53343, -5.59001)  0.101
N (3.38069, -2.39218, 2.67232)  0.218
C (2.47966, -1.51119, 2.24471)  -0.538
O (1.48360, -1.91674, 1.59378)  -0.113
C (2.71149, -0.05777, 2.60382)  -0.214
C (1.80554, 0.96233, 1.87563)  -0.335
H (3.25942, -3.36772, 2.45433)  0.134
H (4.18966, -2.10446, 3.19367)  0.128
H (3.76719, 0.15601, 2.42986)  0.122
H (2.57282, -0.00804, 3.68556)  0.089
H (2.41256, 1.58857, 1.22641)  0.013
H (1.32398, 1.62884, 2.58855)  0.042
C (0.07746, 0.72547, 6.99674)  -0.113
C (-0.45795, 0.79113, 5.56963)  -0.379
S (0.09300, -0.60413, 4.60304)  0.966
O (-0.40163, -0.33959, 3.19021)  -0.629
C (-0.95193, -1.90212, 5.26684)  -0.366
C (-2.42937, -1.55740, 5.38725)  -0.113
H (-0.26147, 1.59892, 7.55404)  0.088
H (1.16782, 0.71807, 7.01574)  0.079
H (-0.28169, -0.15935, 7.52813)  0.074
H (-0.06725, 1.64701, 5.01730)  0.095
H (-1.54563, 0.82138, 5.52231)  0.089
H (-0.49647, -2.17034, 6.22469)  0.093
H (-0.77148, -2.72346, 4.57300)  0.095
H (-2.63964, -0.98810, 6.29207)  0.080
H (-3.01199, -2.47820, 5.43364)  0.093
H (-2.77846, -0.99072, 4.52261)  0.048
C (-4.21469, -0.16398, 0.07286)  -0.067
C (-2.88166, -0.19939, 0.84984)  -0.647
C (-3.10379, -1.18967, 1.99751)  -0.081
C (-2.63348, 1.21025, 1.38885)  -0.072
C (-1.61873, -0.67338, 0.01490)  -0.436
H (-5.02682, 0.10109, 0.75571)  0.094
H (-4.45273, -1.14053, -0.34684)  0.070
H (-4.22094, 0.56918, -0.73123)  0.060
H (-3.91905, -0.84807, 2.64380)  0.091
H (-2.20550, -1.31575, 2.60344)  0.035
H (-3.38626, -2.16532, 1.59150)  0.096
H (-3.48134, 1.55332, 1.98882)  0.094
H (-2.49225, 1.91683, 0.56521)  0.078
H (-1.75784, 1.25758, 2.03745)  0.043
H (-1.46512, -1.76401, 0.17713)  0.050

The charge is +1. Its expectation value of S² is 6.019. For the total energy, the calculation gives -5945.64609 Ha. The spin multiplicity is 5. The strongest force on any atom is 0.96 eV Å⁻¹. The calculation puts the relative energy (zero: lowest compared OMol25 entry of this formula, charge and spin) at 0.0 kcal per mole. The value obtained for the highest occupied orbital energy (alpha / beta) is -10.388 / -10.395 eV. The calculation puts the HOMO-LUMO gap (alpha / beta) at 0.3035 / 0.2349 hartree.

***

2.
Density functional theory data (the ωB97M-V functional and the def2-TZVPD basis) for a cluster of 7 separate species, C28H52N2O10S6 in total.

Each line ends with the Löwdin charge.
CARTESIAN COORDINATES (ANGSTROEM)
C (-8.13375, -4.24939, 3.85813)  0.109
C (-7.23804, -4.02415, 3.08670)  -0.124
C (-6.17965, -3.74336, 2.10922)  -0.143
C (-5.30690, -2.54131, 2.41926)  -0.201
C (-4.01551, -2.44870, 1.59923)  -0.014
C (-3.12428, -1.49376, 2.43832)  -0.346
C (-3.16254, -0.11325, 1.80336)  -0.214
C (-4.06594, 0.84784, 2.21136)  0.012
C (-4.06047, 2.06976, 1.56401)  -0.050
C (-3.16156, 2.27865, 0.54042)  -0.051
C (-2.31023, 1.24529, 0.18947)  -0.101
N (-2.30805, 0.07285, 0.80606)  0.144
N (-1.75214, -1.99205, 2.49549)  0.074
C (-1.55961, -3.13862, 3.38614)  -0.431
C (-1.32480, -4.43995, 2.67258)  0.021
O (-1.51621, -3.02603, 4.57251)  0.167
C (-0.78338, -0.93278, 2.85267)  -0.449
C (0.43644, -0.94407, 1.98815)  0.003
O (-0.98986, -0.17036, 3.74800)  0.155
O (-3.77548, -1.42316, 3.71804)  0.068
C (-4.74670, -2.38026, 3.80914)  -0.446
O (-5.00929, -2.93294, 4.83088)  0.156
H (-8.89607, -4.42045, 4.57812)  0.025
H (-6.66231, -3.58225, 1.14368)  0.129
H (-5.56407, -4.64199, 2.01655)  0.126
H (-5.84284, -1.60766, 2.22342)  0.155
H (-3.57969, -3.43171, 1.44362)  0.105
H (-4.23536, -2.04501, 0.61317)  0.135
H (-4.74384, 0.65122, 3.02862)  0.108
H (-4.75241, 2.84425, 1.86500)  0.108
H (-3.10658, 3.22129, 0.01445)  0.104
H (-1.59523, 1.38279, -0.60933)  0.074
H (-2.20461, -4.76042, 2.12122)  0.070
H (-1.05447, -5.19210, 3.40998)  0.087
H (-0.49455, -4.31338, 1.97772)  0.091
H (0.96029, 0.00216, 2.07412)  0.085
H (0.12718, -1.14506, 0.96689)  0.084
H (1.08697, -1.77396, 2.27580)  0.065
C (1.34084, 4.23752, -1.73127)  -0.269
S (-0.12417, 3.79612, -2.65934)  0.819
O (-0.51969, 2.45059, -2.14982)  -0.563
C (0.69831, 3.52230, -4.22826)  -0.275
H (1.04985, 4.41891, -0.69912)  0.059
H (2.04340, 3.40910, -1.76586)  0.015
H (1.79140, 5.13834, -2.14659)  0.061
H (1.47573, 2.76841, -4.11156)  0.063
H (1.12515, 4.46211, -4.57904)  0.058
H (-0.04240, 3.16873, -4.94008)  0.026
C (6.24513, 1.93005, -0.46277)  -0.276
S (4.62576, 2.38627, -1.08363)  0.799
O (4.25201, 3.66221, -0.41477)  -0.550
C (3.72306, 1.07237, -0.25538)  -0.271
H (6.95724, 2.66212, -0.83992)  0.042
H (6.23568, 1.95263, 0.62723)  0.060
H (6.50756, 0.93744, -0.83343)  0.033
H (3.88506, 1.14814, 0.82036)  0.054
H (4.06362, 0.10823, -0.63413)  0.016
H (2.66554, 1.20037, -0.48083)  0.051
C (-7.63060, 1.41767, 5.77281)  -0.266
S (-7.16382, -0.18548, 5.10651)  0.790
O (-7.89830, -0.34214, 3.82246)  -0.542
C (-8.01803, -1.16844, 6.33829)  -0.254
H (-7.21947, 2.17936, 5.11388)  0.046
H (-8.71745, 1.49675, 5.79977)  0.057
H (-7.20914, 1.53017, 6.77159)  0.054
H (-9.07836, -0.91487, 6.33311)  0.059
H (-7.57663, -0.98012, 7.31663)  0.058
H (-7.87540, -2.21262, 6.06740)  0.035
C (5.25764, -1.49815, 2.29797)  -0.255
S (4.37998, -2.14259, 0.86917)  0.797
O (3.08926, -2.68103, 1.36989)  -0.538
C (5.46140, -3.54983, 0.59618)  -0.258
H (4.70806, -0.63001, 2.65629)  0.047
H (5.29187, -2.26084, 3.07550)  0.060
H (6.26388, -1.20127, 2.00137)  0.054
H (5.48219, -4.16769, 1.49360)  0.059
H (6.46100, -3.19481, 0.34568)  0.056
H (5.05435, -4.11837, -0.23692)  0.052
C (9.69367, 1.44757, -2.55975)  -0.264
S (8.17283, 1.06306, -3.43598)  0.785
O (7.67027, -0.22081, -2.87794)  -0.554
C (8.94378, 0.68218, -5.01126)  -0.267
H (9.43264, 1.66553, -1.52626)  0.042
H (10.36201, 0.58771, -2.59958)  0.059
H (10.16085, 2.32205, -3.01241)  0.056
H (9.66121, -0.12689, -4.87630)  0.059
H (9.43410, 1.57524, -5.39812)  0.055
H (8.15627, 0.37041, -5.69356)  0.052
C (1.05109, 3.17827, -9.50201)  -0.272
S (0.20442, 2.74936, -7.97701)  0.789
O (1.18128, 2.01528, -7.13253)  -0.548
C (-0.88857, 1.52280, -8.70155)  -0.268
H (1.81794, 3.90976, -9.25727)  0.050
H (1.51063, 2.28421, -9.92275)  0.058
H (0.33804, 3.61314, -10.20221)  0.053
H (-0.29236, 0.74528, -9.17855)  0.059
H (-1.54577, 2.00579, -9.42450)  0.054
H (-1.48026, 1.09443, -7.89562)  0.052

The charge is 0. For the total energy, the calculation gives -4348.89756 Ha. The strongest force on any atom is 0.68 eV Å⁻¹. The value obtained for the highest occupied orbital energy is -8.592 eV. The calculation puts the HOMO-LUMO gap at 0.3288 hartree.

***

3.
Density functional theory data (the ωB97M-V functional and the def2-TZVPD basis) for a structure of composition C28H52N2O2Si2V in a non-equilibrium geometry.

Each line ends with the Löwdin charge.
CARTESIAN COORDINATES (ANGSTROEM)
O (-0.39108, 2.49702, 0.44069)  -0.158
O (-1.94301, 2.70457, -1.40110)  -0.172
C (-1.19535, 2.83991, 1.65800)  -0.186
C (-0.31106, 2.93530, 2.86904)  -0.048
H (-1.93735, 2.03503, 1.73309)  0.123
H (-1.72728, 3.78256, 1.45529)  0.115
H (0.20678, 1.99629, 3.08938)  0.070
H (-0.94489, 3.16888, 3.73019)  0.096
H (0.42193, 3.74406, 2.78402)  0.083
C (0.58542, 3.55103, 0.00472)  -0.166
C (-0.06136, 4.89970, -0.11324)  -0.064
H (0.97203, 3.18596, -0.95547)  0.122
H (1.40235, 3.52339, 0.73213)  0.115
H (-0.97963, 4.84646, -0.70762)  0.064
H (0.62776, 5.59457, -0.60531)  0.100
H (-0.29434, 5.31432, 0.87126)  0.084
C (-1.43079, 2.39784, -2.76809)  -0.142
C (-3.39300, 2.78428, -1.14615)  -0.160
C (-1.05929, 3.68150, -3.44810)  -0.053
H (-2.22600, 1.84690, -3.28223)  0.135
H (-0.57108, 1.73484, -2.61228)  0.128
H (-1.92572, 4.34267, -3.54645)  0.075
H (-0.68647, 3.45966, -4.44915)  0.095
H (-0.26811, 4.21281, -2.90685)  0.077
C (-3.93762, 4.06852, -1.70524)  -0.059
H (-3.49631, 2.73287, -0.05626)  0.125
H (-3.84920, 1.89346, -1.59364)  0.129
H (-3.34667, 4.93387, -1.38552)  0.086
H (-4.95540, 4.21002, -1.33943)  0.091
H (-3.98060, 4.04834, -2.79621)  0.080
H (-1.21430, 2.49101, -0.50764)  0.085
V (0.73918, -1.42430, 0.46756)  0.678
C (-1.19619, -0.80990, 0.05875)  -0.339
Si (-2.83053, -1.78748, -0.04532)  0.417
H (-1.33939, -0.15087, 0.97057)  -0.010
H (-1.09943, -0.15637, -0.84353)  -0.028
C (-4.15460, -0.86612, 0.93485)  -0.200
C (-2.86553, -3.54502, 0.60917)  -0.181
C (-3.36979, -1.81356, -1.84558)  -0.197
C (2.19883, -0.12693, 0.96635)  -0.350
Si (3.51554, 0.51111, -0.21696)  0.404
H (2.64273, -0.87311, 1.67527)  0.023
H (1.68904, 0.62941, 1.60767)  -0.005
C (4.13657, 2.24072, 0.20682)  -0.198
C (2.87493, 0.51978, -1.97744)  -0.192
C (4.95959, -0.67388, -0.00913)  -0.192
H (-3.20745, -0.83887, -2.32364)  0.002
H (-4.44049, -2.05198, -1.90879)  0.028
H (-2.81251, -2.57878, -2.40123)  0.031
H (-3.81242, -0.61735, 1.94983)  0.028
H (-5.03446, -1.51995, 1.01942)  0.025
H (-4.46246, 0.05927, 0.42897)  0.004
H (-2.33338, -3.63713, 1.56484)  0.030
H (-2.43697, -4.25221, -0.11444)  0.032
H (-3.91584, -3.83916, 0.77599)  0.028
H (2.85089, 1.54355, -2.37522)  0.015
H (1.86218, 0.10086, -2.05665)  0.000
H (3.54650, -0.07456, -2.61119)  0.032
H (5.79528, -0.41092, -0.67028)  0.025
H (4.65667, -1.70536, -0.22646)  0.031
H (5.32486, -0.63657, 1.02651)  0.035
H (5.12520, 2.38929, -0.25099)  0.027
H (4.25159, 2.37691, 1.29065)  0.032
H (3.47992, 3.03714, -0.16711)  -0.004
C (2.75998, -5.43881, -2.82421)  -0.119
C (2.34953, -4.11110, -3.00801)  -0.110
C (1.82539, -3.36441, -1.94612)  -0.044
C (1.75291, -3.98445, -0.67807)  -0.266
C (2.14511, -5.31387, -0.48286)  -0.042
C (2.65620, -6.04358, -1.55684)  -0.091
N (1.30191, -3.26841, 0.44491)  -0.159
N (1.26858, -3.98833, 1.57319)  0.045
C (0.82601, -3.23993, 2.65420)  -0.312
C (0.79106, -3.79413, 3.95779)  -0.041
C (0.38734, -3.00724, 5.03490)  -0.119
C (0.01449, -1.67885, 4.80868)  -0.118
C (0.04383, -1.12001, 3.51214)  -0.126
C (0.43865, -1.90157, 2.43911)  -0.197
H (3.16113, -6.01166, -3.66076)  0.089
H (2.44101, -3.65833, -3.99704)  0.095
H (1.46998, -2.33192, -2.08178)  0.087
H (2.04874, -5.74721, 0.51947)  0.097
H (2.96758, -7.07374, -1.38507)  0.096
H (1.10187, -4.82916, 4.07515)  0.098
H (0.36112, -3.42647, 6.04163)  0.092
H (-0.30612, -1.06416, 5.64796)  0.083
H (-0.23472, -0.07798, 3.36050)  0.060

The charge is 0. Its expectation value of S² is 3.788. For the total energy, the calculation gives -2880.90645 Ha. The spin multiplicity is 4. The strongest force on any atom is 1.83 eV Å⁻¹. The calculation puts the relative energy (zero: lowest compared OMol25 entry of this formula, charge and spin) at 34.1 kcal per mole. The value obtained for the highest occupied orbital energy (alpha / beta) is -5.316 / -6.738 eV. The calculation puts the HOMO-LUMO gap (alpha / beta) at 0.1865 / 0.2387 hartree.